(1)
The following is a DFT calculation (the ωB97M-V functional and the def2-TZVPD basis) of one molecule with the formula C4H11N3 at a distorted geometry.

Element x y z (Å)
C  -0.25985  1.79575  -0.51042
C  0.44148  0.55902  -0.03547
C  1.72985  0.26289  -0.19813
N  2.41971  -0.85244  0.21320
N  -0.36684  -0.66547  0.23736
C  -1.61518  -0.38711  0.92232
N  -0.54570  -1.47055  -0.90931
H  0.47541  2.53760  -0.81211
H  -0.89163  1.58626  -1.37463
H  -0.88551  2.22571  0.27406
H  2.22698  1.28901  -0.20757
H  3.20478  -0.70527  0.83182
H  1.82564  -1.64170  0.42125
H  -2.36376  0.11787  0.29178
H  -2.03967  -1.33653  1.25934
H  -1.41533  0.23197  1.79430
H  -0.68361  -2.44218  -0.64821
H  -1.25677  -1.10486  -1.54957

Forces on the atoms, in the same order (eV/Å):
0.2 -0.1 0.3
-1.5 -3.1 -1.1
0.8 3.9 2.2
0.1 -0.4 -0.8
-0.1 1.1 0.3
0.0 -0.2 0.0
0.4 0.2 -0.4
0.0 0.1 0.0
-0.1 0.0 -0.1
0.0 0.0 -0.1
0.6 -1.8 -0.7
-0.2 0.0 -0.2
0.1 0.1 0.2
0.0 0.0 0.0
-0.1 0.1 0.0
0.0 0.0 0.1
-0.3 0.4 -0.1
0.0 -0.4 0.3

Total charge: 0
Spin multiplicity: 1
HOMO-LUMO gap in eV: 8.6626
HOMO energy in eV: -7.59
SMILES string: C/C(=C/N)N(C)N
M in u: 101.15
ΔE to the lowest compared entry with this formula, charge and spin in eV: 3.1398

---

(2)
The following is a DFT calculation (the ωB97M-V functional and the def2-TZVPD basis) of a 2-piece molecular cluster, C4H11N3 overall at a distorted geometry.

Element x y z (Å)
H  -0.21074  -2.34668  -2.14750
N  -0.53174  -1.50334  -1.66763
C  -0.14096  -1.39299  -0.47032
C  0.96231  -2.32482  0.20801
H  -0.78642  -1.00639  0.31776
H  1.89029  -1.78601  0.39606
H  1.16222  -3.16797  -0.45501
H  0.58577  -2.72777  1.14980
C  -1.19738  1.60501  -1.10376
N  -0.64955  1.06631  0.11345
C  0.31140  1.67822  0.69693
N  0.65244  1.39945  1.98137
H  -2.26850  1.40308  -1.10956
H  -0.77893  1.05084  -1.94814
H  -0.97322  2.66860  -1.25035
H  0.72514  2.62387  0.32113
H  0.14214  0.65544  2.43105
H  1.10573  2.10518  2.53672

Forces on the atoms, in the same order (eV/Å):
1.1 0.7 -0.1
-1.1 0.0 0.2
0.5 -3.9 1.6
-1.0 0.7 -1.1
0.4 1.0 -0.8
0.0 0.1 0.0
0.2 0.0 -0.1
0.0 0.2 0.0
0.6 -0.4 -0.5
0.8 1.3 1.1
-2.2 0.8 -0.4
0.8 -0.5 0.2
0.0 0.3 0.0
-0.2 0.1 -0.1
-0.2 0.0 0.1
0.3 -0.2 -0.1
0.0 0.3 0.1
0.0 -0.3 -0.1

Total charge: 0
Spin multiplicity: 1
HOMO-LUMO gap in eV: 9.4184
HOMO energy in eV: -8.39
SMILES string: [H]/N=C\C.C/N=C/N
M in u: 101.15
ΔE to the lowest compared entry with this formula, charge and spin in eV: 2.9024

---

(3)
The following is a DFT calculation (the ωB97M-V functional and the def2-TZVPD basis) of one molecule with the formula C4H11N3.

Element x y z (Å)
C  -2.59060  -0.97022  1.22190
C  -1.66987  -1.06105  0.27395
N  -0.34077  -0.71082  0.43684
C  0.41516  -0.30375  -0.72427
N  -0.30145  0.71291  -1.47461
C  1.81488  0.16457  -0.27149
N  1.70829  1.45666  0.39505
H  -2.38034  -0.54625  2.19843
H  -3.58977  -1.32878  1.06611
H  -1.89992  -1.48762  -0.68575
H  -0.20933  -0.10442  1.24002
H  0.51964  -1.18397  -1.37408
H  0.14489  0.88630  -2.36273
H  -0.27602  1.58462  -0.95127
H  2.26776  -0.62146  0.35121
H  2.44437  0.29240  -1.16399
H  2.62950  1.87196  0.50188
H  1.31358  1.34892  1.32280

Forces on the atoms, in the same order (eV/Å):
-0.2 0.1 0.3
0.1 -0.1 0.2
0.3 0.2 0.4
0.3 0.1 -0.2
-0.3 0.1 0.0
-0.1 -0.4 -0.3
0.2 0.1 0.2
0.1 0.0 -0.1
-0.2 -0.1 -0.1
-0.1 -0.1 -0.3
0.0 -0.2 -0.1
0.1 0.2 0.1
0.1 0.0 -0.2
0.1 -0.1 -0.1
0.0 0.1 -0.1
-0.2 0.0 0.2
-0.2 0.0 0.1
0.2 0.1 0.0

Total charge: 0
Spin multiplicity: 1
HOMO-LUMO gap in eV: 8.9997
HOMO energy in eV: -8.04
SMILES string: C=CN[C@@H](N)CN
M in u: 101.15
ΔE to the lowest compared entry with this formula, charge and spin in eV: 1.6138

---

(4)
The following is a DFT calculation (the ωB97M-V functional and the def2-TZVPD basis) of a 2-piece molecular cluster, C4H11N3 overall at a distorted geometry.

Element x y z (Å)
H  -3.67022  -1.68490  1.58396
N  -3.03599  -1.73515  0.75060
C  -2.64547  -0.52418  0.50768
N  -2.32485  -0.17944  -0.75686
C  -1.25218  0.77826  -0.96185
H  -2.37824  0.33075  1.16532
H  -2.58582  -0.87713  -1.43572
H  -1.37750  1.13745  -1.98563
H  -1.49130  1.60326  -0.30137
H  -0.29653  0.38657  -0.78976
C  2.89620  1.21747  -0.10086
C  2.59462  0.16457  0.71823
N  2.07756  -1.05738  0.26518
H  2.95813  1.08826  -1.14561
H  3.03264  2.15582  0.47563
H  2.65442  0.23132  1.76455
H  2.39816  -1.30872  -0.67296
H  2.44636  -1.72682  0.91948

Forces on the atoms, in the same order (eV/Å):
1.3 -0.5 -0.3
-1.7 1.7 1.0
0.6 -0.9 -0.4
0.3 0.0 0.2
-2.4 0.4 -1.1
-0.8 -0.6 0.4
0.4 0.0 -0.2
0.5 0.2 0.1
0.4 0.3 0.2
1.5 -0.5 0.3
-0.4 -0.8 3.7
-0.2 1.5 -3.3
1.0 -0.2 0.2
-0.1 0.3 -1.0
0.3 -0.5 -1.2
-0.1 0.3 1.3
-0.3 0.2 0.3
-0.3 -0.9 -0.1

Total charge: 0
Spin multiplicity: 1
HOMO-LUMO gap in eV: 9.5970
HOMO energy in eV: -8.61
SMILES string: [H]/N=C/NC.C=CN
M in u: 101.15
ΔE to the lowest compared entry with this formula, charge and spin in eV: 2.6933

---

(5)
The following is a DFT calculation (the ωB97M-V functional and the def2-TZVPD basis) of C4H11N3O as an isolated structure at a distorted geometry.

Element x y z (Å)
C  -0.60019  1.59018  -0.33499
C  0.47871  2.19702  0.51329
N  -1.54273  0.84798  0.30432
C  0.30701  0.32144  -1.59789
O  -0.49643  -0.26089  -2.28712
H  -0.99946  2.24632  -1.10964
H  -1.11138  0.11077  0.89295
H  -2.25748  0.46789  -0.30539
H  1.24025  0.72603  -2.05803
H  0.86320  1.47828  1.23398
H  0.06514  3.04722  1.06116
H  1.29539  2.56467  -0.10664
N  0.47133  -1.13233  0.75274
C  0.09503  -2.42777  0.53233
N  0.74966  -3.42687  0.98319
H  0.52136  -0.42391  -0.30900
H  1.33084  -1.10550  1.29379
H  0.32971  -4.31147  0.71817
H  -0.73996  -2.50908  -0.17721

Forces on the atoms, in the same order (eV/Å):
1.3 -1.4 -0.7
-0.1 0.1 -0.1
-0.5 -0.5 0.7
-1.4 2.5 -0.9
0.4 -0.3 0.4
0.1 -0.2 -0.1
-0.4 0.6 -0.3
0.1 0.1 0.1
0.3 -0.4 0.0
0.0 0.0 0.0
0.0 0.0 0.0
0.0 0.0 0.0
0.3 1.9 -1.9
0.4 -0.8 -1.2
-0.2 0.4 0.3
-0.3 -1.9 3.6
0.1 0.1 -0.2
-0.2 0.1 0.0
-0.1 -0.1 0.3

Total charge: 0
Spin multiplicity: 1
HOMO-LUMO gap (alpha / beta) in eV: 7.6403 / 7.6408
HOMO energy (alpha / beta) in eV: -8.21 / -8.21
M in u: 117.15
ΔE to the lowest compared entry with this formula, charge and spin in eV: 4.3263

---

(6)
The following is a DFT calculation (the ωB97M-V functional and the def2-TZVPD basis) of C4H11N3O as an isolated structure at a distorted geometry.

Element x y z (Å)
C  -2.01681  -0.03193  0.73726
N  -0.84636  -0.22041  -0.13147
N  -1.13277  -0.84066  -1.38255
H  -0.10420  1.14018  -0.05637
H  -1.49904  -0.12769  -2.01014
H  -1.84342  -1.56115  -1.26699
H  -2.77249  0.52732  0.18197
H  -1.71639  0.53351  1.61946
H  -2.42447  -0.99697  1.04444
C  1.47733  -1.27200  -0.31024
C  0.39190  -0.74266  0.58523
C  1.01126  1.81128  0.30351
N  1.85781  2.05053  -0.62740
O  0.42766  -0.76059  1.80022
H  2.68677  2.54852  -0.27898
H  1.21145  2.15402  1.33793
H  1.43782  -0.89180  -1.32878
H  2.43726  -0.95625  0.10034
H  1.41668  -2.36325  -0.31745

Forces on the atoms, in the same order (eV/Å):
0.4 0.0 -0.2
0.4 -1.9 0.8
0.2 0.2 0.3
3.5 2.7 1.2
0.1 -0.1 0.1
0.1 0.1 0.0
0.1 0.0 0.0
-0.1 -0.1 0.0
-0.1 0.0 0.1
0.2 0.5 -0.1
-1.8 -0.7 0.1
-1.7 -0.2 -1.3
-0.3 -0.2 0.4
-0.2 0.4 -1.7
-0.2 -0.1 0.0
-0.3 -0.2 -0.2
-0.3 -0.1 0.1
-0.1 -0.2 0.2
0.0 0.1 0.0

Total charge: 0
Spin multiplicity: 1
HOMO-LUMO gap in eV: 9.1116
HOMO energy in eV: -8.41
M in u: 117.15
ΔE to the lowest compared entry with this formula, charge and spin in eV: 4.1077

---

(7)
The following is a DFT calculation (the ωB97M-V functional and the def2-TZVPD basis) of C4H11N3O as an isolated structure at a distorted geometry.

Element x y z (Å)
C  1.11105  0.74263  -1.00024
C  0.52791  1.06800  1.53059
C  0.27950  -1.89941  -0.73001
N  -0.08432  -0.62854  -1.32861
C  0.11653  1.29262  -0.09828
N  -1.46826  -0.50095  -1.40861
N  -0.49471  0.37562  2.23424
O  -0.94006  1.88176  -0.32010
H  -1.93190  -0.49691  -0.49239
H  -1.71963  0.39109  -1.84278
H  -1.40116  0.82448  2.10941
H  -0.58200  -0.59908  1.96672
H  1.94256  0.20831  -0.54415
H  1.39033  1.42366  -1.80290
H  0.60507  2.10086  1.86626
H  1.49981  0.58814  1.63063
H  -0.03164  -1.98332  0.32157
H  -0.17617  -2.72720  -1.28687
H  1.35709  -2.06174  -0.80446

Forces on the atoms, in the same order (eV/Å):
-2.7 -1.3 -0.1
-0.9 0.5 -2.9
0.3 0.2 0.2
1.6 0.5 -1.6
0.7 0.8 4.0
0.3 0.8 0.2
-0.7 -0.3 0.8
1.4 -0.7 -0.4
0.2 0.1 0.0
0.2 -0.5 0.0
0.3 -0.1 0.0
0.1 0.2 0.0
-0.2 0.3 0.0
-0.4 -0.8 -0.7
0.0 0.0 0.3
0.0 -0.1 0.0
0.1 -0.1 0.0
-0.2 0.4 0.0
-0.1 0.2 0.1

Total charge: 0
Spin multiplicity: 1
HOMO-LUMO gap in eV: 8.8084
HOMO energy in eV: -8.02
M in u: 117.15
ΔE to the lowest compared entry with this formula, charge and spin in eV: 4.6198

---

(8)
The following is a DFT calculation (the ωB97M-V functional and the def2-TZVPD basis) of one molecule with the formula C4H11N3O at a distorted geometry.

Element x y z (Å)
C  0.59063  -1.80052  -0.85052
C  -0.23300  -0.53350  -1.00520
N  0.77852  0.81254  -0.82679
O  -1.03303  -0.35764  -1.93983
H  0.47674  1.44658  -1.56206
H  1.77869  0.63195  -0.82731
H  1.12207  -2.00175  -1.78163
H  -0.08315  -2.63278  -0.64932
H  1.31146  -1.72150  -0.03302
N  -0.87275  -0.12345  0.46592
N  -2.24033  0.23616  0.38242
C  0.29455  1.23407  0.66223
C  1.23956  1.23397  1.65158
H  -0.69880  -0.74913  1.24813
H  -2.44749  0.20979  -0.62500
H  -2.80555  -0.39967  0.93652
H  -0.38798  2.07457  0.60259
H  1.21286  1.97813  2.43080
H  1.99700  0.46218  1.72050

Forces on the atoms, in the same order (eV/Å):
0.1 0.3 0.0
-0.4 0.6 0.5
-1.0 -1.0 1.5
0.0 -0.2 0.2
0.2 0.1 0.1
0.0 0.3 -0.1
0.0 0.0 0.0
0.0 0.0 0.0
0.0 0.0 0.0
0.4 0.1 -0.6
0.4 0.3 0.0
0.7 0.3 -1.1
0.0 -0.2 -0.2
0.0 -0.1 -0.2
-0.2 -0.3 0.2
0.0 0.0 -0.5
-0.1 -0.1 0.0
-0.2 -0.1 0.1
0.1 0.0 -0.1

Total charge: 0
Spin multiplicity: 1
HOMO-LUMO gap in eV: 7.7759
HOMO energy in eV: -6.99
M in u: 117.15
ΔE to the lowest compared entry with this formula, charge and spin in eV: 5.0394

---

(9)
The following is a DFT calculation (the ωB97M-V functional and the def2-TZVPD basis) of a 2-piece molecular cluster, C4H11N3O overall at a distorted geometry.

Element x y z (Å)
H  -2.09469  0.08632  0.66891
N  -1.53600  -0.69325  0.32492
C  -0.55712  -0.35031  -0.40303
C  0.27592  -1.42127  -1.03886
C  -0.36610  1.08980  -0.94240
C  0.45295  1.45074  -1.92954
O  -1.21307  1.96800  -0.32051
H  0.05071  -1.49328  -2.10066
H  0.04984  -2.37374  -0.56585
H  1.33570  -1.20111  -0.92485
H  1.11409  0.75060  -2.40251
H  0.50742  2.47357  -2.27232
H  -1.12732  2.84453  -0.71434
N  0.89348  0.08450  2.07564
N  0.33486  -1.13531  2.55456
H  0.37180  0.85425  2.48882
H  1.07940  0.28585  1.08531
H  0.98558  -1.88338  2.32912
H  -0.55743  -1.33652  2.08759

Forces on the atoms, in the same order (eV/Å):
0.1 0.2 -0.3
0.1 0.0 0.2
-0.9 0.9 -1.4
0.3 0.1 0.4
-0.3 -0.6 0.6
0.0 -0.2 0.3
0.1 -0.2 0.0
0.0 0.0 -0.1
0.0 0.0 0.0
0.2 -0.1 -0.1
0.1 -0.2 0.0
-0.1 0.1 0.0
0.0 -0.1 0.0
0.5 0.9 0.8
0.0 0.1 -0.8
0.3 -0.3 -0.2
-0.6 -0.8 0.4
-0.1 0.2 0.2
0.4 -0.1 0.0

Total charge: 0
Spin multiplicity: 1
HOMO-LUMO gap in eV: 9.0850
HOMO energy in eV: -8.53
SMILES string: [H]/N=C(/C)C(=C)O.NN
M in u: 117.15
ΔE to the lowest compared entry with this formula, charge and spin in eV: 3.1736

---

(10)
The following is a DFT calculation (the ωB97M-V functional and the def2-TZVPD basis) of one molecule with the formula C4H11N3O at a distorted geometry.

Element x y z (Å)
C  0.21639  -2.90498  1.48098
N  -0.34043  -1.74758  0.66703
C  0.69580  -1.07859  -0.16624
C  0.68424  0.27602  0.35199
O  1.50484  0.57761  1.14337
N  0.04426  1.33291  -0.32639
C  -1.27900  1.34342  -0.90033
N  -1.13500  2.44692  -1.95992
H  -0.45254  -3.80031  1.21469
H  1.24457  -3.24890  1.34328
H  0.33678  -2.34045  2.50420
H  -1.22195  -1.89847  0.27710
H  1.83949  -1.35227  0.03199
H  0.36138  -0.97664  -1.19968
H  0.36905  2.25856  -0.21043
H  -2.10701  1.60062  -0.15619
H  -1.48251  0.40458  -1.38070
H  -2.10547  2.72845  -1.99626
H  -0.70682  1.96296  -2.83844

Forces on the atoms, in the same order (eV/Å):
-1.5 1.6 0.8
3.9 -1.3 0.7
-0.7 -0.6 0.1
0.1 3.1 -2.3
2.2 0.9 3.1
-1.3 -2.4 0.1
1.1 1.7 -0.5
0.0 -2.5 0.4
0.8 1.2 1.7
0.0 0.5 -1.1
-1.0 -2.3 -1.0
-1.0 -0.6 -1.1
-2.8 -0.3 -0.7
0.5 -0.8 -0.4
0.6 0.7 0.8
1.0 -0.2 -1.0
-0.3 -0.7 0.0
0.0 0.4 -1.5
-1.7 1.5 1.9

Total charge: 0
Spin multiplicity: 1
HOMO-LUMO gap in eV: 9.3147
HOMO energy in eV: -8.59
SMILES string: CNCC(=O)NCN
M in u: 117.15
ΔE to the lowest compared entry with this formula, charge and spin in eV: 3.5663

---

(11)
The following is a DFT calculation (the ωB97M-V functional and the def2-TZVPD basis) of C4H11N3O as an isolated structure at a distorted geometry.

Element x y z (Å)
C  0.19356  1.22044  1.84555
C  -0.50253  1.76483  -0.80219
N  -0.46594  -0.99251  -1.65031
C  0.07553  -0.62200  0.10067
C  -0.15082  0.62733  0.06696
N  -0.63112  -2.35612  -1.93577
N  0.36773  -1.68611  0.88558
O  1.00024  2.36633  1.81356
H  1.86271  2.12563  1.45815
H  0.29139  -0.63791  -2.22856
H  0.10679  -2.95352  -1.55003
H  -1.52179  -2.66296  -1.55961
H  1.28296  -1.69312  1.30774
H  0.06700  -2.61164  0.61911
H  -0.78529  1.51566  2.22033
H  0.61756  0.42962  2.47148
H  -0.26256  2.69917  -0.29499
H  0.02791  1.71139  -1.75402
H  -1.57334  1.75549  -1.01365

Forces on the atoms, in the same order (eV/Å):
-0.8 -0.4 -2.9
-0.1 -0.4 -0.4
0.7 -0.2 2.6
-1.9 -2.3 -6.0
1.4 3.3 6.8
0.2 -0.3 0.1
0.5 0.1 0.8
0.1 0.1 0.0
-0.1 0.0 0.0
0.1 -0.2 0.1
-0.1 0.1 -0.1
0.1 0.1 -0.1
0.0 0.0 -0.1
-0.2 0.2 -0.3
0.1 0.0 0.0
-0.1 -0.1 -0.3
0.1 0.0 -0.1
-0.1 0.2 0.0
0.0 0.0 -0.1

Total charge: 0
Spin multiplicity: 1
HOMO-LUMO gap in eV: 8.3496
HOMO energy in eV: -7.70
M in u: 117.15
ΔE to the lowest compared entry with this formula, charge and spin in eV: 5.7711

---

(12)
The following is a DFT calculation (the ωB97M-V functional and the def2-TZVPD basis) of C4H11N3O as an isolated structure.

Element x y z (Å)
C  -0.03004  0.29904  -1.41153
C  0.47405  -1.10738  -1.48533
C  -1.52635  0.44833  -1.32422
C  0.38050  0.35363  1.52438
N  -0.70979  0.33296  2.39176
N  1.52602  -0.28475  1.93064
O  1.54779  0.97938  -0.32992
N  0.32023  0.98384  0.39449
H  0.40678  0.98706  -2.12075
H  -0.95395  -0.58742  2.73382
H  -1.50607  0.83132  2.01961
H  1.76177  -0.18726  2.90750
H  2.27435  -0.06879  1.27214
H  0.34845  -1.60955  -0.52414
H  -1.95634  -0.19234  -0.55354
H  -0.12902  -1.65469  -2.22008
H  1.52205  -1.14533  -1.76501
H  -1.81476  1.48049  -1.14247
H  -1.93567  0.14144  -2.29734

Forces on the atoms, in the same order (eV/Å):
0.1 0.1 0.2
0.0 0.1 0.0
0.0 0.0 0.0
0.1 0.1 -0.3
0.0 0.0 0.0
-0.1 0.1 -0.1
-0.6 -0.2 0.2
0.2 -0.3 -0.1
0.0 0.0 0.0
0.1 0.1 0.0
0.1 0.0 0.0
-0.1 0.0 -0.1
-0.1 0.0 0.0
0.0 0.0 0.0
0.0 0.0 0.0
0.0 0.1 0.0
0.0 0.0 0.0
0.0 0.0 0.0
0.1 0.0 0.1

Total charge: 0
Spin multiplicity: 1
HOMO-LUMO gap (alpha / beta) in eV: 8.1064 / 8.1047
HOMO energy (alpha / beta) in eV: -7.33 / -7.33
M in u: 117.15
ΔE to the lowest compared entry with this formula, charge and spin in eV: 5.1278